[1]
C5H12O | wB97M-V/def2-TZVPD

Atoms and positions in Å:
O: -0.74 -0.22 -0.48
C: 2.94 -0.34 0.27
C: -1.79 0.55 -0.30
C: -3.10 0.11 -0.56
C: 1.59 -0.73 -0.33
C: 0.49 0.21 0.12
H: -1.81 0.44 1.57
H: 0.34 0.20 1.20
H: 3.72 -1.04 -0.05
H: -3.82 0.83 -0.94
H: -3.26 -0.95 -0.74
H: 3.24 0.66 -0.04
H: 2.90 -0.36 1.36
H: 1.64 -0.72 -1.43
H: 0.70 1.25 -0.20
H: -2.73 0.25 0.77
H: -1.61 1.62 -0.18
H: 1.32 -1.75 -0.03

## Properties
2S+1	1
total charge	0
gap between HOMO and LUMO	8.06	eV
largest force on an atom	0.29	eV/A
E	-7421.8887	eV
energy above the lowest of the compared OMol25 structures with the same formula, charge and spin	125.05	kcal/mol

***

[2]
C5H12O | wB97M-V/def2-TZVPD

Atoms and positions in Å:
O: 1.11 -0.07 0.65
C: -0.21 1.20 -1.54
C: -0.77 -1.47 0.03
C: -0.94 0.53 1.67
C: -0.15 -0.32 0.74
C: 1.97 -0.53 -0.26
H: -1.84 -1.30 -0.10
H: -1.39 -0.07 2.47
H: -0.32 1.31 2.11
H: -0.64 -2.39 0.61
H: -0.03 1.51 -2.57
H: 1.80 -1.50 -0.70
H: 0.64 0.52 -1.32
H: -1.77 1.02 1.13
H: -1.20 0.74 -1.47
H: 2.96 -0.11 -0.15
H: -0.33 -1.63 -0.97
H: -0.17 2.07 -0.88

## Properties
2S+1	1
total charge	0
gap between HOMO and LUMO (spin up / spin down)	7.96 / 7.65	eV
largest force on an atom	0.67	eV/A
E	-7423.5537	eV
energy above the lowest of the compared OMol25 structures with the same formula, charge and spin	86.65	kcal/mol

***

[3]
C5H12O | wB97M-V/def2-TZVPD

Atoms and positions in Å:
O: 2.35 -0.74 0.42
C: 0.30 -0.77 -0.69
C: -0.24 1.39 0.64
C: -0.60 -0.14 0.42
C: -2.09 -0.38 0.04
C: 1.84 -0.25 -0.73
H: 0.81 1.57 0.89
H: -2.43 -1.36 -0.42
H: 0.36 -1.78 -0.57
H: -0.44 2.09 -0.20
H: -0.55 1.64 1.60
H: -0.23 -0.61 -1.53
H: 2.40 -0.15 1.30
H: -2.47 0.18 -0.89
H: -0.50 -0.60 1.42
H: 1.94 0.85 -1.07
H: -2.71 -0.07 0.88
H: 2.26 -0.87 -1.51

## Properties
2S+1	2
total charge	+1
gap between HOMO and LUMO (spin up / spin down)	11.73 / 5.93	eV
largest force on an atom	4.05	eV/A
E	-7415.5357	eV
energy above the lowest of the compared OMol25 structures with the same formula, charge and spin	63.58	kcal/mol

***

[4]
C5H12O2 | wB97M-V/def2-TZVPD

Atoms and positions in Å:
O: 3.25 0.02 -0.94
O: -1.31 1.35 7.21
C: -0.61 0.97 -1.86
C: -0.54 1.60 -0.65
C: 0.16 -0.23 -2.37
C: -1.18 -2.27 -1.47
C: -0.08 -1.41 -1.32
H: 3.87 0.41 -0.28
H: -1.77 -2.71 -0.72
H: 0.63 -1.67 -0.44
H: 1.21 0.08 -2.52
H: -1.63 -2.57 -2.50
H: -0.31 -0.50 -3.21
H: 0.48 1.99 -0.32
H: -1.62 0.99 -2.22
H: -1.34 0.45 6.83
H: 2.51 0.46 -0.57
H: -0.34 1.30 7.40
H: -1.41 1.72 -0.05

## Properties
2S+1	2
total charge	-1
gap between HOMO and LUMO (spin up / spin down)	2.06 / 5.57	eV
largest force on an atom	4.89	eV/A
E	-9469.5488	eV
energy above the lowest of the compared OMol25 structures with the same formula, charge and spin	92.56	kcal/mol

***

[5]
C5H12O2 | wB97M-V/def2-TZVPD

Atoms and positions in Å:
O: -1.67 0.01 0.49
O: 1.50 -0.11 0.27
C: 0.10 1.68 0.51
C: 0.34 -0.30 -0.79
C: -0.37 -1.59 -1.37
C: -0.71 0.68 -0.30
C: 1.04 0.78 1.29
H: -1.20 -1.99 -0.77
H: -1.18 1.14 -1.17
H: 1.86 1.34 1.76
H: 1.03 -1.54 0.87
H: 0.29 -2.42 -1.64
H: 0.70 2.27 -0.18
H: -0.84 -1.27 -2.33
H: 0.51 0.24 2.10
H: -2.24 0.69 0.89
H: -0.51 2.34 1.13
H: 0.44 -2.02 0.87
H: 0.90 0.08 -1.63

## Properties
2S+1	1
total charge	0
gap between HOMO and LUMO	10.23	eV
largest force on an atom	1.36	eV/A
E	-9471.8016	eV
energy above the lowest of the compared OMol25 structures with the same formula, charge and spin	76.89	kcal/mol

***

[6]
C5H12O2 | wB97M-V/def2-TZVPD

Atoms and positions in Å:
O: 1.02 -1.08 -1.89
O: -1.36 -0.53 -0.52
C: -0.58 0.15 0.45
C: 1.57 -0.47 -0.75
C: 0.72 0.66 -0.17
C: 1.51 1.43 0.89
C: -2.62 -1.00 -0.09
H: 0.09 -1.25 -1.69
H: 1.78 -1.21 0.05
H: -3.37 -0.79 -0.86
H: 0.92 2.25 1.32
H: -2.88 -0.46 0.84
H: -0.34 -0.52 1.30
H: -2.55 -2.08 0.12
H: -1.13 1.01 0.85
H: 0.46 1.33 -1.00
H: 2.43 1.86 0.47
H: 2.54 -0.06 -1.05
H: 1.80 0.77 1.72

## Properties
2S+1	1
total charge	0
gap between HOMO and LUMO	10.82	eV
largest force on an atom	0.69	eV/A
E	-9473.9304	eV
energy above the lowest of the compared OMol25 structures with the same formula, charge and spin	27.79	kcal/mol